20
Properties=species:S:1:pos:R:3:forces:R:3 method="wB97M-V/def2-TZVPD" de_lowest_kcal_mol=150.2 homo_ev="-18.902 / -18.723" charge=+2 orbital_gap_ev="7.888 / 7.157" e_lumo_ha="-0.40476 / -0.42505"
C -0.5222 0.6716 -2.9534 1.03 4.04 -1.94
C 0.6996 0.1189 1.1088 -0.35 1.29 -1.57
C 0.7872 -2.0660 2.2775 1.00 -0.88 -0.75
H 1.3453 0.4372 1.9469 -0.12 -0.21 -0.19
H -0.7703 1.6138 1.6195 0.93 -1.27 -1.96
H 1.3655 0.0155 0.1824 -0.52 -0.25 1.26
N -0.3574 1.0406 0.8064 -0.17 0.79 1.53
H 1.8227 -2.4523 1.9609 -1.25 1.51 0.37
N 0.0729 -1.1200 1.4524 0.77 -1.81 1.60
H -1.4747 2.1881 -0.3735 0.05 -0.52 -0.74
H 0.6950 -1.7934 3.3259 0.63 0.86 0.46
H -0.4815 -0.4592 -1.2802 -0.71 1.90 -0.34
H -0.9631 -1.2809 1.4486 0.96 0.73 -0.36
H 0.3935 0.2479 -3.4026 0.80 0.20 0.80
H 0.2109 -2.9350 2.3468 -1.16 -1.61 -0.39
H -0.5906 1.7689 -3.3290 -0.08 -1.94 0.67
H -1.1129 0.0242 -3.5404 -1.92 -0.86 -0.26
H 0.1029 2.2211 -0.9959 1.20 0.78 0.54
N -0.6531 0.5615 -1.5831 0.17 -3.76 2.34
C -0.5713 1.5476 -0.4855 -1.27 1.01 -1.08